No. 1
Formula: C5H5NO2
Source: the OMol25 dataset
Level of theory: the ωB97M-V functional and the def2-TZVPD basis

Values from the calculation:
SMILES string = C=COc1cnco1
net charge = 0
orbital gap = 9.22 eV
total energy = -398.62044 Ha
E_LUMO = 0.0259 Ha
HOMO energy = -8.52 eV

Positions of all 13 atoms, in Å:
C 0.9404 2.7787 -0.5594
C 1.1059 1.4578 -0.1494
C -0.5132 -0.5445 -0.0128
C 0.1465 -1.7904 -0.2188
C -1.6869 -2.0865 0.9971
H 0.0005 3.1677 -1.3117
H 1.8302 3.4756 -0.8001
H 1.9980 0.8402 0.1870
H 1.2465 -1.9252 -0.4922
H -2.5246 -2.5929 1.3321
N -0.6793 -2.7542 0.4386
O -0.2617 0.7154 -0.2643
O -1.6024 -0.7415 0.8540



No. 2
Formula: C28H84N6O10P2S8
Source: the OMol25 dataset
Level of theory: the ωB97M-V functional and the def2-TZVPD basis

Values from the calculation:
net charge = 0
orbital gap = 8.21 eV
total energy = -6065.92244 Ha
E_LUMO = 0.0038 Ha
HOMO energy = -8.10 eV

Positions of all 138 atoms, in Å:
O 8.3565 30.7062 -24.1056
P 9.0778 29.6539 -23.3420
N 9.5683 28.2498 -24.2470
C 9.2462 28.0872 -25.6621
C 10.4771 27.2546 -23.7664
N 8.1784 28.9824 -22.0496
C 6.7613 28.6972 -22.1921
C 8.9040 28.2306 -21.0926
N 10.5530 30.2681 -22.5870
C 10.4921 31.3331 -21.6028
C 11.8396 30.1315 -23.1832
H 8.2462 28.5004 -25.7935
H 9.2655 27.0806 -26.0797
H 9.9504 28.5574 -26.3485
H 11.4130 27.6800 -23.4043
H 10.9362 26.7098 -24.5913
H 9.8790 26.7254 -23.0245
H 6.1025 29.4430 -21.7473
H 6.5338 28.5418 -23.2467
H 6.5544 27.8238 -21.5738
H 8.5731 27.1928 -21.0516
H 9.9886 28.2021 -21.1968
H 8.7950 28.6644 -20.0985
H 10.1393 32.2286 -22.1144
H 9.6941 31.0686 -20.9091
H 11.4970 31.3777 -21.1829
H 11.9003 29.6188 -24.1432
H 12.3810 29.4662 -22.5108
H 12.3310 31.1034 -23.2297
O 3.0779 12.5928 -12.8681
P 3.3300 14.0102 -12.4782
N 4.2357 14.9276 -13.6257
C 4.6654 16.3449 -13.5633
C 4.7945 14.2560 -14.8082
N 4.3313 14.0768 -11.0381
C 4.6997 15.4320 -10.5626
C 4.9985 12.9117 -10.5667
N 1.9785 14.9200 -12.0286
C 0.8808 14.2887 -11.2211
C 1.2765 15.7658 -13.0343
H 5.7533 16.4062 -13.5328
H 4.0844 16.8916 -12.8206
H 4.4119 16.9102 -14.4602
H 5.4501 14.8790 -15.4165
H 4.0303 13.9755 -15.5330
H 5.3581 13.3568 -14.5595
H 5.4620 16.0477 -11.0400
H 3.7712 15.9870 -10.4283
H 4.9362 15.4427 -9.4986
H 6.0686 12.9672 -10.7668
H 4.6297 12.7999 -9.5471
H 4.6847 12.0385 -11.1386
H 0.2718 14.9490 -10.6037
H 0.3935 13.4111 -11.6458
H 1.3200 13.7887 -10.3579
H 2.1223 16.2897 -13.4796
H 0.6097 16.5566 -12.6905
H 0.9409 15.1335 -13.8563
C 13.8983 11.6336 -13.3122
S 13.6666 13.3802 -14.0455
O 13.9748 13.2906 -15.5698
C 11.8556 13.6278 -13.7900
H 13.6623 11.6630 -12.2484
H 14.8258 11.0910 -13.4948
H 13.1593 11.0323 -13.8417
H 11.5071 13.2951 -12.8122
H 11.4233 12.9804 -14.5529
H 11.5354 14.6622 -13.9150
C 6.9627 20.9389 -30.3873
S 7.7431 19.8673 -29.1042
O 7.0581 20.0084 -27.7803
C 7.2870 18.1668 -29.8336
H 7.3321 21.9576 -30.2696
H 5.9002 20.8783 -30.1514
H 7.0146 20.5025 -31.3847
H 7.9438 18.0438 -30.6948
H 6.2688 18.1014 -30.2172
H 7.4656 17.3974 -29.0826
C 7.3751 14.8835 -23.4325
S 5.5393 14.5854 -23.2580
O 5.2675 14.6397 -21.7425
C 5.0071 16.3256 -23.8512
H 7.7095 15.7633 -22.8828
H 7.6317 14.8962 -24.4918
H 8.0132 14.1146 -22.9969
H 3.9765 16.5055 -23.5450
H 5.1248 16.3745 -24.9337
H 5.5968 17.1021 -23.3640
C 9.5720 19.1980 -19.0112
S 8.2297 20.2979 -19.7381
O 8.2937 21.5624 -18.8812
C 9.1346 20.8875 -21.3108
H 9.5650 18.1407 -19.2762
H 9.5350 19.2048 -17.9218
H 10.5437 19.6731 -19.1458
H 8.3773 21.3334 -21.9556
H 9.6970 20.1611 -21.8974
H 9.8925 21.6218 -21.0381
C 14.3531 16.1196 -24.6349
S 14.7137 17.0282 -23.0135
O 13.3485 17.4276 -22.5680
C 14.9882 15.4965 -22.0298
H 15.0284 15.2804 -24.8016
H 14.1801 16.9052 -25.3704
H 13.4300 15.6072 -24.3638
H 14.2070 14.7492 -22.1691
H 14.9679 15.7067 -20.9605
H 16.0058 15.1120 -22.0988
C 9.4562 21.5611 -12.0082
S 10.2428 20.7585 -10.4506
O 11.2350 19.8229 -11.0732
C 11.2208 22.2284 -10.1045
H 9.3300 20.8409 -12.8166
H 9.9716 22.4437 -12.3872
H 8.4962 21.9800 -11.7068
H 11.9409 22.5438 -10.8596
H 11.9883 22.0148 -9.3605
H 10.5957 23.0525 -9.7606
C 14.5536 22.5814 -16.2743
S 15.9578 21.3486 -16.0972
O 16.7639 21.9522 -14.9916
C 15.0131 20.0579 -15.1438
H 14.2541 22.9530 -15.2944
H 13.7550 22.0211 -16.7604
H 14.9870 23.4424 -16.7832
H 15.7477 19.4388 -14.6288
H 14.3023 19.4439 -15.6968
H 14.5958 20.4713 -14.2257
C 1.4237 20.1684 -19.4962
S 0.4242 19.0702 -20.5550
O -0.6374 18.6757 -19.5751
C -0.3326 20.5358 -21.5517
H 1.0705 21.1989 -19.5342
H 2.4006 20.3455 -19.9460
H 1.6056 19.8560 -18.4679
H -0.9706 20.1338 -22.3388
H 0.3763 21.2647 -21.9446
H -1.1692 21.0476 -21.0761